Entry 1:
Molecular formula: C3H7NO
Method: DFT, wB97M-V/def2-TZVPD

```
12
Properties=species:S:1:pos:R:3:forces:R:3:lowdin_charge:R:1
C 0.27565 -1.04466 -1.51532 0.0 -0.1 -0.1 -0.08
N 0.59022 -0.10054 -0.46490 0.0 0.1 0.1 -0.01
C -0.38658 0.39451 0.34623 -0.1 -0.1 0.0 -0.56
C 0.10965 1.24753 1.49940 0.0 0.1 0.0 -0.01
O -1.56571 0.12407 0.17578 0.4 0.1 0.1 0.04
H -0.49427 -1.72963 -1.15361 0.1 0.1 -0.1 0.08
H 1.17388 -1.61128 -1.77203 -0.1 0.1 0.0 0.08
H -0.10639 -0.55051 -2.41550 0.1 -0.1 0.1 0.09
H 1.54931 0.16278 -0.30778 -0.2 0.0 0.0 0.13
H 0.27525 0.60878 2.37410 0.0 0.1 -0.2 0.09
H -0.64544 1.99025 1.76465 0.1 -0.1 -0.1 0.08
H 1.04929 1.75518 1.26061 -0.1 -0.1 0.0 0.07
```
Positions in Å, forces in eV/Å.

**SMILES**: CNC(C)=O
**Orbital gap**: 10.6 eV
**Multiplicity**: 1
**E_HOMO**: -9.68 eV
**LUMO level**: 0.90 eV
**Total charge**: 0

---

Entry 2:
Molecular formula: C3H7NO
Method: DFT, wB97M-V/def2-TZVPD

```
12
Properties=species:S:1:pos:R:3:forces:R:3:lowdin_charge:R:1
C 1.13616 1.51138 -0.26374 -1.3 2.2 2.3 -0.11
C 0.54254 0.18690 -0.19996 -5.7 0.1 3.1 -0.10
N -0.66562 -0.06381 0.56951 3.1 1.5 -4.4 -0.30
C -1.44498 -1.35635 0.43156 4.3 0.0 -1.9 0.02
O -1.21582 0.83925 1.24391 0.2 -0.2 0.5 -0.09
H 2.04338 1.41168 0.36441 -0.4 1.0 0.2 0.08
H 0.31162 2.31321 0.12715 2.3 -1.8 -0.6 0.13
H 1.50163 1.84237 -1.22624 -0.2 -0.4 -0.5 0.06
H 0.83674 -0.44141 -0.94837 0.2 -2.5 -1.3 0.06
H -2.47585 -1.29714 0.32467 -1.7 1.1 -0.9 0.06
H -1.31277 -1.72092 1.39239 0.4 -1.6 1.7 0.06
H -0.89241 -1.95252 -0.40111 -1.3 0.7 1.7 0.12
```
Positions in Å, forces in eV/Å.

**SMILES**: C/C=[N+](/C)[O-]
**Orbital gap (spin up / spin down)**: 9.0 / 9.0 eV
**Multiplicity**: 1
**E_HOMO (spin up / spin down)**: -8.07 / -8.07 eV
**LUMO level (spin up / spin down)**: 0.90 / 0.89 eV
**Total charge**: 0

---

Entry 3:
Molecular formula: C3H7NO
Method: DFT, wB97M-V/def2-TZVPD

```
12
Properties=species:S:1:pos:R:3:forces:R:3:lowdin_charge:R:1
C -1.54053 0.63953 -0.21452 -0.4 -0.3 -0.2 -0.13
N -0.71377 -0.59961 0.28148 0.2 -0.2 0.1 -0.05
C 0.60917 -0.48774 -0.36617 0.1 -0.2 -0.3 -0.48
O 0.81408 -1.18745 -1.31700 -0.1 0.3 0.5 0.13
C 1.52092 0.53540 0.22840 0.0 0.1 0.0 0.00
H -1.06366 -1.53958 0.05793 0.0 0.2 0.0 0.15
H -1.62618 0.40530 -1.28958 0.0 0.1 0.1 -0.01
H -2.53996 0.41223 0.20431 0.3 0.2 0.0 -0.02
H -0.64840 -0.50546 1.29482 0.1 0.0 -0.2 0.15
H 0.94719 1.46339 0.32224 0.2 -0.1 0.1 0.08
H 2.38784 0.66053 -0.42357 -0.2 0.0 0.1 0.09
H 1.85330 0.20345 1.22167 -0.1 0.1 -0.2 0.09
```
Positions in Å, forces in eV/Å.

**Orbital gap**: 7.7 eV
**Multiplicity**: 1
**E_HOMO**: -7.25 eV
**LUMO level**: 0.50 eV
**Total charge**: 0

---

Entry 4:
Molecular formula: C3H7NO
Method: DFT, wB97M-V/def2-TZVPD

```
12
Properties=species:S:1:pos:R:3:forces:R:3:lowdin_charge:R:1
C -0.00403 1.04626 -0.98528 2.5 -1.3 -0.2 -0.07
C 0.72470 -0.25254 -0.41894 -3.2 -1.6 -0.8 -0.16
C -0.44337 -0.87813 0.41426 1.8 -1.1 2.5 -0.19
N -0.76066 -0.37438 1.68661 -2.1 0.7 -0.5 -0.10
O 0.07793 -1.49830 1.90147 -0.2 0.8 -3.1 -0.10
H -0.56957 0.80619 -1.85831 -0.8 -0.4 -0.3 0.06
H 0.72765 1.75289 -1.36997 0.1 0.3 0.4 0.07
H -0.60595 1.43300 -0.19499 -0.4 0.7 0.3 0.05
H 1.55266 -0.16267 0.24362 0.6 0.7 0.5 0.09
H 0.99560 -1.03276 -1.19803 -0.2 1.2 0.6 0.12
H -1.30432 -1.39488 -0.03315 0.8 -0.2 0.0 0.14
H -0.39062 0.55531 1.81269 1.3 0.1 0.7 0.09
```
Positions in Å, forces in eV/Å.

**SMILES**: CC[C@@H]1NO1
**Orbital gap**: 9.9 eV
**Multiplicity**: 1
**E_HOMO**: -8.91 eV
**LUMO level**: 0.94 eV
**Total charge**: 0

---

Entry 5:
Molecular formula: C3H7NO
Method: DFT, wB97M-V/def2-TZVPD

```
12
Properties=species:S:1:pos:R:3:forces:R:3:lowdin_charge:R:1
N -0.94191 0.73492 -1.02593 -0.1 0.0 -0.1 0.10
C -0.12632 -0.19045 -0.33634 0.0 0.1 0.3 -0.63
O 0.09978 -1.40294 -1.00828 0.1 -0.1 -0.2 0.00
C 0.99626 0.22108 0.58227 0.2 0.1 0.0 -0.07
C -0.28200 -0.37385 1.13367 -0.2 -0.1 0.1 -0.07
H -1.81240 0.99081 -0.59166 0.1 0.0 0.0 0.08
H -0.50337 1.47479 -1.54552 0.1 0.1 0.2 0.08
H 0.71650 -1.21170 -1.72600 -0.1 -0.1 0.0 0.10
H 1.87623 -0.41597 0.58754 -0.1 0.1 0.0 0.10
H 1.18572 1.27479 0.76500 -0.1 -0.1 -0.1 0.10
H -0.95058 0.29533 1.66919 0.1 -0.1 -0.1 0.10
H -0.25790 -1.39681 1.49606 0.0 0.2 -0.1 0.11
```
Positions in Å, forces in eV/Å.

**SMILES**: NC1(O)CC1
**Orbital gap**: 10.4 eV
**Multiplicity**: 1
**E_HOMO**: -9.35 eV
**LUMO level**: 1.02 eV
**Total charge**: 0

---

Entry 6:
Molecular formula: C3H7NO
Method: DFT, wB97M-V/def2-TZVPD

```
12
Properties=species:S:1:pos:R:3:forces:R:3:lowdin_charge:R:1
O 1.81503 0.44583 0.68756 -0.1 0.1 0.2 -0.07
C 1.21841 -0.57797 -0.06552 -0.1 -0.4 -0.2 -0.24
C -0.20675 -0.26167 -0.51020 0.1 -0.2 0.0 -0.30
C -1.27126 0.00112 0.47976 -0.2 -0.2 0.2 -0.14
N -0.65887 1.10334 -0.26031 -0.1 0.2 -0.2 0.00
H 1.17582 1.17028 0.73630 0.0 0.1 -0.2 0.07
H 1.19116 -1.48603 0.55195 0.0 0.0 -0.2 0.12
H 1.82993 -0.79123 -0.95389 -0.1 0.1 0.1 0.11
H -0.51479 -0.73163 -1.44405 0.1 0.1 0.2 0.14
H -1.02130 -0.02291 1.53802 0.0 0.0 -0.1 0.11
H -2.29103 -0.29314 0.24011 0.2 0.1 0.0 0.10
H -1.26637 1.44401 -0.99973 0.1 0.0 0.1 0.10
```
Positions in Å, forces in eV/Å.

**SMILES**: OC[C@H]1CN1
**Orbital gap**: 10.8 eV
**Multiplicity**: 1
**E_HOMO**: -9.79 eV
**LUMO level**: 1.01 eV
**Total charge**: 0

---

Entry 7:
Molecular formula: C3H7NO
Method: DFT, wB97M-V/def2-TZVPD

```
12
Properties=species:S:1:pos:R:3:forces:R:3:lowdin_charge:R:1
C -0.61522 0.32423 -0.75027 0.6 -1.1 0.4 -0.20
C -1.04283 0.50387 0.70133 -1.2 1.6 0.9 -0.17
C 0.13524 1.20818 0.09401 -0.2 -0.6 1.5 -0.07
N 2.00388 -1.30186 0.39246 1.8 3.4 2.3 -0.01
O 2.06346 -0.10062 0.99980 0.3 -1.5 -2.0 -0.13
H -0.19901 -0.63257 -1.12199 0.0 0.3 0.5 0.09
H -1.23393 0.75089 -1.47346 -1.1 0.7 -1.2 0.07
H -2.00541 1.11500 0.97796 1.8 -0.9 -1.1 0.12
H -1.02089 -0.28223 1.47768 0.8 0.2 -0.7 0.09
H 0.93076 1.93286 0.22023 -0.5 -0.2 -0.1 0.09
H 2.20796 -1.47411 -0.54968 0.6 0.6 -1.6 0.08
H 1.25314 -1.74195 0.75132 -2.9 -2.5 1.2 0.04
```
Positions in Å, forces in eV/Å.

**Orbital gap (spin up / spin down)**: 9.9 / 7.9 eV
**Multiplicity**: 1
**E_HOMO (spin up / spin down)**: -9.28 / -7.72 eV
**LUMO level (spin up / spin down)**: 0.65 / 0.21 eV
**Total charge**: 0

---

Entry 8:
Molecular formula: C3H7NO
Method: DFT, wB97M-V/def2-TZVPD

```
12
Properties=species:S:1:pos:R:3:forces:R:3:lowdin_charge:R:1
C -24.15906 16.04746 38.72875 -1.0 0.6 0.5 -0.05
N -24.06588 16.81724 39.99917 -0.8 -0.9 -0.4 -0.17
C -25.27871 16.90592 40.85706 0.3 -0.1 -0.8 -0.03
C -22.87325 17.18739 40.51490 0.5 -0.3 1.2 -0.35
O -22.68985 17.63898 41.64032 -0.3 -0.1 -0.9 -0.01
H -23.30465 16.16664 38.06251 0.2 -0.1 0.5 0.08
H -25.02743 16.38289 38.16172 0.0 0.6 0.0 0.08
H -24.43321 15.00349 38.88064 0.6 -0.2 0.4 0.08
H -26.10629 17.31772 40.27944 0.2 0.8 0.0 0.08
H -25.73608 15.95592 41.13347 0.8 -0.6 0.2 0.08
H -25.00116 17.45539 41.75658 -0.3 0.1 -0.3 0.08
H -22.00576 16.96691 39.87377 -0.2 0.1 -0.3 0.13
```
Positions in Å, forces in eV/Å.

**SMILES**: CN(C)C=O
**Orbital gap**: 10.2 eV
**Multiplicity**: 1
**E_HOMO**: -9.41 eV
**LUMO level**: 0.83 eV
**Total charge**: 0

---

Question: Which value of total charge does entry 4 give?
Answer: 0

---

Please write out number 1 again, unchanged.
Molecular formula: C3H7NO
Method: DFT, wB97M-V/def2-TZVPD

```
12
Properties=species:S:1:pos:R:3:forces:R:3:lowdin_charge:R:1
C 0.27565 -1.04466 -1.51532 0.0 -0.1 -0.1 -0.08
N 0.59022 -0.10054 -0.46490 0.0 0.1 0.1 -0.01
C -0.38658 0.39451 0.34623 -0.1 -0.1 0.0 -0.56
C 0.10965 1.24753 1.49940 0.0 0.1 0.0 -0.01
O -1.56571 0.12407 0.17578 0.4 0.1 0.1 0.04
H -0.49427 -1.72963 -1.15361 0.1 0.1 -0.1 0.08
H 1.17388 -1.61128 -1.77203 -0.1 0.1 0.0 0.08
H -0.10639 -0.55051 -2.41550 0.1 -0.1 0.1 0.09
H 1.54931 0.16278 -0.30778 -0.2 0.0 0.0 0.13
H 0.27525 0.60878 2.37410 0.0 0.1 -0.2 0.09
H -0.64544 1.99025 1.76465 0.1 -0.1 -0.1 0.08
H 1.04929 1.75518 1.26061 -0.1 -0.1 0.0 0.07
```
Positions in Å, forces in eV/Å.

**SMILES**: CNC(C)=O
**Orbital gap**: 10.6 eV
**Multiplicity**: 1
**E_HOMO**: -9.68 eV
**LUMO level**: 0.90 eV
**Total charge**: 0